Record 1
ORCA calculation (the ωB97M-V functional and the def2-TZVPD basis) on 2 unconnected molecules or ions with the total composition C7H14F3O3SSi at a distorted geometry.

```
29
Properties=species:S:1:pos:R:3:forces:R:3
C 0.3313 -2.0127 -0.5979 1.26 -0.66 1.59
C 0.7214 -0.8930 1.6781 -2.12 1.55 -1.12
C -1.3619 -2.1964 1.1818 -0.58 -2.59 0.63
C -0.7837 1.7016 -2.6498 0.36 -2.63 1.78
C -1.1262 -0.0714 -0.0692 0.17 -1.83 -0.53
C -0.3586 -1.2750 0.5754 1.33 0.58 -0.61
C -1.0193 2.8643 0.2055 1.20 -0.96 -0.02
O 4.1335 -0.5413 1.3467 -0.28 -0.04 0.08
O 1.4628 1.2815 -0.4727 0.20 -0.19 -0.31
O 4.7776 0.6485 -0.6713 -1.08 0.11 1.09
F -2.3878 3.0190 -0.0345 0.99 -0.09 0.67
F -0.8103 2.5796 1.5558 -1.09 -0.19 -0.30
F -0.4869 4.1090 0.1460 -0.27 0.33 -0.74
Si -0.0565 1.2828 -0.8238 -1.56 1.60 -0.53
S 3.9162 0.6093 0.5089 1.17 0.17 -1.31
H -0.4108 -2.2188 -1.3261 -0.83 -1.06 -0.63
H 0.9700 -2.8974 -0.2422 -1.26 0.83 -0.59
H 1.0112 -1.3960 -1.1450 0.72 0.85 0.00
H 1.6248 -1.0724 1.1527 1.22 -0.42 0.67
H 0.7075 0.1733 1.9913 -0.08 -0.45 -0.60
H 0.4369 -1.4182 2.5679 0.75 -0.83 0.45
H -2.0375 -1.6439 1.8343 -0.26 -0.09 -0.04
H -1.9043 -2.7151 0.3613 -0.24 0.51 0.50
H -0.9751 -3.1034 1.8101 -0.09 1.70 -0.97
H -1.7205 2.1657 -2.4932 -1.26 0.41 0.30
H -0.1634 2.4381 -3.0476 1.26 0.95 -1.19
H -0.9571 0.7919 -3.2886 0.52 0.95 0.41
H -1.8646 -0.5297 -0.8113 0.73 0.74 0.83
H -1.6686 0.3203 0.7575 -0.86 0.75 0.49
```
Positions in Å, forces in eV/Å.

The charge is -1. The calculation puts the energy relative to the best compared isomer or geometry (same formula, charge and spin) at 0.0 kJ/mol. Its LUMO energy is 2.74 eV. The value obtained for the gap between HOMO and LUMO is 8.26 eV. Its calculated total energy is -1488.21829 a.u.

Atomic partial charges in e from the Löwdin method, atoms 1 to 6: number 1, C, carries -0.083; number 2, C, carries -0.035; number 3, C, carries -0.120; number 4, C, carries -0.162; number 5, C, carries -0.203; number 6, C, carries -0.634


Record 2
ORCA calculation (the ωB97M-V functional and the def2-TZVPD basis) on C11H12NP in the gas phase at a distorted geometry.

```
25
Properties=species:S:1:pos:R:3:forces:R:3
C -1.2208 1.6954 -0.8416 2.94 0.64 -2.26
C -2.3705 1.0903 -1.0693 0.67 0.00 3.18
P -3.4497 0.2743 0.1923 0.69 0.15 0.46
N -2.7263 -1.2192 0.4074 1.16 -1.06 0.67
C -1.3679 -1.5850 0.7781 1.85 4.91 -1.06
C -0.2933 -1.4856 -0.2983 -0.04 2.32 0.96
C 0.7256 -0.6165 -0.4261 -1.16 1.01 1.93
C 1.9913 -0.8012 -1.0529 0.89 -3.03 -1.73
C 3.1687 -0.3887 -0.5023 -2.57 1.07 -0.44
C 3.1815 0.5667 0.5926 -2.02 -1.44 0.52
C 1.9935 0.8931 1.1553 0.28 0.12 -1.65
C 0.7398 0.6049 0.3928 -0.69 2.66 0.95
C -0.1783 1.6226 0.2306 -0.68 -1.02 -0.63
H -0.7233 2.3410 -1.7678 -1.44 -1.43 2.20
H -2.7354 1.2991 -1.9900 -1.68 0.33 -2.69
H -2.8968 0.8500 1.4300 -0.20 -0.02 -1.09
H -3.1340 -2.0744 0.1549 -1.57 -0.54 -0.60
H -1.2733 -2.5646 1.0600 -0.39 -2.42 1.26
H -0.9088 -0.8788 1.4948 -1.01 -0.49 0.65
H -0.3567 -2.2910 -0.8793 0.37 -3.25 -2.83
H 1.9214 -1.6335 -1.8680 0.78 1.59 1.35
H 4.0359 -0.7372 -0.9297 1.99 -0.59 -0.84
H 4.0495 0.8554 1.1125 1.19 0.22 0.19
H 2.0329 1.5538 1.9880 -0.51 0.48 0.57
H -0.2051 2.6291 0.6361 1.14 -0.21 0.92
```
Positions in Å, forces in eV/Å.

The charge is 0. The calculation puts the energy relative to the best compared isomer or geometry (same formula, charge and spin) at 318.4 kJ/mol. The SMILES is C1=C\PNC/C=c2/cccc/c2=C/1. Its LUMO energy is 0.03 eV. The value obtained for the gap between HOMO and LUMO is 7.81 eV. Its calculated total energy is -822.29817 a.u.

Atomic partial charges in e from the Löwdin method, atoms 1 to 6: number 1, C, carries -0.197; number 2, C, carries -0.335; number 3, P, carries 0.844; number 4, N, carries -0.340; number 5, C, carries -0.230; number 6, C, carries -0.004


Record 3
ORCA calculation (the ωB97M-V functional and the def2-TZVPD basis) on a molecular structure, C17H12IN5O3Tl at a distorted geometry.

```
39
Properties=species:S:1:pos:R:3:forces:R:3
Tl -1.0965 -1.0780 -0.2539 0.08 -0.37 -0.27
C 1.4619 -0.8628 4.0642 0.15 -0.11 0.03
C 2.3762 -1.3244 2.9841 -0.53 0.25 -0.58
N 3.5173 -1.8624 3.2580 0.67 -0.33 1.08
C 4.3767 -2.2435 2.3048 -0.51 0.36 -0.08
C 4.1295 -2.0740 0.9386 -0.25 0.15 -0.71
C 5.1966 -2.5804 -0.0279 0.04 0.05 0.12
O 5.5861 -1.6874 -1.0545 -0.29 0.04 0.02
C 2.9032 -1.5239 0.5500 0.02 -0.07 0.14
C 2.5800 -1.2989 -0.8594 0.37 -0.02 -0.43
N 1.4426 -0.9420 -1.3124 -0.19 -0.17 0.66
C 1.2512 -0.7625 -2.6853 0.26 -0.05 -0.62
C 1.7766 -1.6417 -3.6381 -0.03 0.06 0.17
C 1.5232 -1.4560 -4.9847 -0.02 0.04 -0.06
C 0.7437 -0.3882 -5.4076 0.02 0.00 0.00
C 0.2242 0.5032 -4.4803 -0.05 0.04 0.00
C 0.4737 0.3045 -3.1349 -0.10 0.18 0.33
I -0.2608 1.7013 -1.7244 0.12 -0.04 -0.33
C 1.9456 -1.1437 1.5790 0.30 -0.17 0.25
O 0.8126 -0.6945 1.3469 -0.04 0.09 0.26
H 1.8318 -1.1912 5.0314 0.03 0.01 -0.02
H 0.4535 -1.2431 3.9001 -0.02 0.04 0.00
H 1.4105 0.2286 4.0558 -0.05 0.01 0.01
H 5.3059 -2.6770 2.6557 0.00 -0.04 -0.06
H 4.8233 -3.4789 -0.5230 0.03 0.03 -0.05
H 6.0678 -2.8727 0.5631 -0.05 -0.11 0.00
H 6.1424 -0.9915 -0.6913 0.04 0.00 0.05
H 3.4222 -1.4119 -1.5385 0.09 -0.01 -0.10
H 2.3694 -2.4828 -3.3017 -0.02 -0.03 -0.02
H 1.9347 -2.1466 -5.7083 -0.02 -0.01 0.01
H 0.5367 -0.2424 -6.4588 0.01 -0.01 0.00
H -0.3703 1.3468 -4.8025 0.00 -0.01 -0.01
O -2.1283 0.7217 1.5700 -0.25 0.31 0.14
N -1.6749 1.0531 2.6332 0.28 -0.33 -0.11
C -1.9654 1.9139 3.5303 -0.19 0.54 0.50
C -1.1396 1.9948 4.6999 0.18 -0.16 0.03
N -0.4892 2.0711 5.6421 -0.01 -0.01 -0.06
C -3.0746 2.8212 3.4338 -0.12 -0.10 -0.28
N -3.9608 3.5465 3.3549 0.05 -0.03 -0.01
```
Positions in Å, forces in eV/Å.

The charge is +1. The calculation puts the energy relative to the best compared isomer or geometry (same formula, charge and spin) at 0.0 kJ/mol. Its LUMO energy (spin up / spin down) is -5.42 / -6.01 eV. The value obtained for the gap between HOMO and LUMO (spin up / spin down) is 6.42 / 5.96 eV. Its calculated total energy is -1624.30807 a.u.

Atomic partial charges in e from the Löwdin method, atoms 1 to 6: number 1, Tl, carries 0.870; number 2, C, carries -0.002; number 3, C, carries -0.212; number 4, N, carries 0.140; number 5, C, carries -0.017; number 6, C, carries -0.102